1.
Entry from the OMol25 dataset: a molecular structure, C7H9FN6O (ωB97M-V/def2-TZVPD).

Atoms and positions in Å:
F: 3.089 -2.251 0.283
O: 4.252 0.895 0.232
N: 0.176 1.584 -0.274
N: -0.057 -0.856 -0.285
N: -1.423 -1.083 -0.355
N: 2.463 2.275 -0.072
N: -2.096 -0.206 0.425
N: -1.913 -0.806 -2.097
C: 0.703 0.322 -0.253
C: 3.052 1.028 0.098
C: 2.072 -1.385 0.078
C: 0.832 -1.941 -0.055
C: -2.902 -0.569 1.496
C: 1.132 2.495 -0.249
C: 2.050 0.001 0.094
H: -2.460 -0.176 2.471
H: 0.837 3.598 -0.216
H: 0.529 -3.020 -0.035
H: -1.987 -1.686 -2.534
H: 3.150 2.988 0.155
H: -2.879 -0.390 -2.235
H: -2.901 -1.559 1.668
H: -3.873 -0.118 1.289
H: -1.846 0.858 0.372

Calculated values
Kohn-Sham gap	8.5773	eV
F_max	4.56	eV/Å
ΔE to the lowest compared entry with this formula, charge and spin	270.0	kJ/mol

2.
Entry from the OMol25 dataset: a single C2H3N3O molecule (ωB97M-V/def2-TZVPD).

Atoms and positions in Å:
O: 2.247 -0.713 -0.175
N: -1.549 0.880 0.280
N: 0.863 1.200 -0.048
N: -0.033 -0.681 -0.532
C: -1.227 -0.322 -0.032
C: 1.101 -0.028 -0.190
H: 2.983 -0.092 -0.063
H: -2.463 0.923 0.737
H: -1.923 -1.167 0.023

Calculated values
Kohn-Sham gap (alpha / beta)	7.5907 / 8.6639	eV
F_max	0.86	eV/Å
ΔE to the lowest compared entry with this formula, charge and spin	417.8	kJ/mol